1.
Entry from the Open Molecules 2025 dataset: a 3-piece molecular cluster, C4H10O4 overall (ωB97M-V/def2-TZVPD).

Values from the calculation:
SMILES   O=CCCC=O.O.O
HOMO   -9.989 eV
DFT total energy   -12498.9620 eV
Spin multiplicity   1
Total charge   0

XYZ file:
```
18
Properties=species:S:1:pos:R:3:forces:R:3
H 1.1164 -0.1531 -1.6624 0.00 0.29 0.03
H 1.9381 -2.1209 -1.8836 -0.14 -0.42 0.16
H -0.3512 2.4034 0.8122 0.44 0.04 -0.14
O -1.0292 -0.7805 1.7186 0.83 0.35 0.12
H -1.3201 -1.0304 -1.4732 -0.52 -0.73 0.62
H -1.0941 0.5520 -1.1897 0.30 0.12 0.69
O 1.0762 1.6209 1.9549 -0.21 -1.08 0.61
H 1.1130 1.5717 2.9161 0.25 0.94 0.36
O 0.6598 -3.2012 -0.7600 -0.58 0.02 0.25
C 1.0833 -2.1611 -1.1590 0.93 1.17 -0.21
C 0.6802 -0.7071 -0.8341 -0.67 -0.15 0.09
H -2.5566 -0.3446 0.4711 -0.31 0.24 0.67
H 0.8098 0.6882 1.8699 -0.17 0.08 -0.82
H -0.1676 2.4978 -0.7481 -0.05 0.11 0.65
O -0.8164 2.4036 -0.0345 -0.30 0.32 -0.36
C -1.4773 -0.4869 0.6493 -1.00 -0.55 -2.16
C -0.8260 -0.4034 -0.7280 0.87 -0.40 -0.46
H 1.1617 -0.3482 0.0805 0.32 -0.33 -0.11
```
Positions in Å, forces in eV/Å.

Results of the Löwdin charge analysis, in e, for atoms 1 through 8:
1. H 0.10
2. H 0.12
3. H 0.01
4. O 0.07
5. H 0.12
6. H 0.09
7. O -0.06
8. H 0.06


2.
Entry from the Open Molecules 2025 dataset: C18H18EuN5O2Se as an isolated structure (ωB97M-V/def2-TZVPD).

Values from the calculation:
HOMO (alpha / beta)   -9.041 / -9.357 eV
DFT total energy   -115175.0124 eV
Spin multiplicity   8
Total charge   +1

XYZ file:
```
45
Properties=species:S:1:pos:R:3:forces:R:3
H -2.2483 4.2288 -1.7286 -0.04 0.00 0.01
Se -2.3724 -4.2213 4.7500 0.21 -0.18 0.04
C -1.5826 -3.3685 -1.1592 0.03 0.05 0.02
H -2.4405 -4.5915 0.3888 0.01 0.02 0.00
H 4.2961 0.2521 -1.4442 -0.03 -0.08 0.00
C 0.2179 -0.3727 4.2597 -0.01 -0.01 0.17
C 2.4716 1.0395 -3.7892 0.00 -0.06 -0.36
H -3.6408 1.7535 -0.6381 0.01 0.00 -0.01
C 0.9364 0.7368 3.8813 -0.01 0.00 -0.08
H 3.5114 1.3331 -5.5262 0.03 0.00 -0.05
H 1.3694 1.4103 4.6071 0.00 -0.02 0.00
C -2.0881 3.9512 -0.6826 0.04 -0.17 0.05
N -1.3526 -2.7591 4.8562 -0.36 -0.12 -0.15
H -2.3773 0.5656 -1.0789 0.02 -0.03 -0.02
H -1.3128 4.5990 -0.2802 0.00 0.02 -0.03
H 4.5205 1.4628 -3.4965 -0.02 0.03 -0.02
O -0.4363 2.2743 -0.8399 -0.23 0.23 0.03
C -1.6338 -3.2372 2.5885 0.17 0.04 -0.44
C -1.1031 -2.4006 3.6268 0.31 0.34 -0.10
C 3.5839 1.6139 -2.9412 0.11 -0.04 -0.09
C -1.6188 2.5246 -0.6714 -0.26 0.34 -0.01
C -0.1119 -0.8892 1.9426 -0.09 -0.28 -0.35
C -1.8615 -3.7100 0.1437 -0.09 -0.13 0.00
H -0.5507 -1.9383 -2.3927 -0.01 0.01 -0.01
C -0.6443 -1.7721 0.8636 0.21 0.23 0.29
N 2.6529 1.0115 -5.1184 0.07 0.05 0.28
C -0.3187 -1.2071 3.2802 -0.24 -0.28 0.23
C -2.6204 1.4250 -0.4575 0.07 0.05 -0.01
H 1.9090 0.6867 -5.7105 -0.02 -0.02 -0.05
C -0.8155 -2.2297 -1.3814 -0.03 -0.04 -0.13
C 3.6216 1.1166 -1.4880 0.36 0.16 -0.11
C -1.3824 -2.9082 1.1787 -0.16 -0.18 0.35
N -0.3618 -1.4505 -0.4089 -0.02 -0.22 0.07
C 1.0985 0.9748 2.5196 0.02 0.07 0.07
H -2.5393 1.1094 0.5874 -0.03 0.03 0.01
H -1.9326 -3.9621 -1.9919 0.01 0.00 0.02
H 1.6711 1.8316 2.1811 0.00 0.02 -0.01
O 1.3934 0.6207 -3.3211 0.03 0.00 -0.16
N -2.3132 -4.2848 2.9662 -0.16 0.25 0.31
Eu 1.2304 0.5420 -0.9264 0.13 0.00 -0.02
N 0.5910 0.1940 1.5760 -0.03 -0.10 0.19
H 3.4144 2.6976 -2.9753 -0.05 0.01 0.04
H 4.1364 1.8840 -0.9017 0.02 0.02 0.04
H -3.0272 4.0830 -0.1497 0.01 0.00 0.01
H 0.0610 -0.6195 5.3021 -0.01 0.01 -0.02
```
Positions in Å, forces in eV/Å.

Results of the Löwdin charge analysis, in e, for atoms 1 through 8:
1. H 0.11
2. Se 1.17
3. C -0.02
4. H 0.13
5. H 0.00
6. C 0.02
7. C -0.53
8. H 0.09


3.
Entry from the Open Molecules 2025 dataset: C26H58P4SeTc as an isolated structure (ωB97M-V/def2-TZVPD).

Values from the calculation:
HOMO (alpha / beta)   -19.733 / -19.690 eV
DFT total energy   -132559.9502 eV
Spin multiplicity   4
Total charge   +4

XYZ file:
```
90
Properties=species:S:1:pos:R:3:forces:R:3
P 2.5451 -0.3141 0.0300 1.07 -1.27 -0.31
H 5.0076 -1.6063 -1.2641 -0.24 -0.02 -0.33
C 4.1827 -1.5310 -1.9832 0.46 0.20 -0.09
C -2.3474 0.4226 -2.4477 -0.33 0.14 0.60
H -1.9947 4.5626 -0.4675 0.01 -0.31 0.08
C -7.7766 -2.6235 0.7363 0.18 0.03 0.11
H 2.0548 -1.3499 -2.0629 0.30 -0.12 0.25
H -0.3381 -0.2221 -4.3109 -0.11 -0.07 0.41
H -7.1168 0.6652 0.0532 -0.15 -0.22 0.03
H -2.6636 1.5430 2.4653 0.24 0.24 0.28
C 2.8162 -1.5973 -1.3015 -0.83 -0.05 -0.39
H -1.3867 -2.3944 -1.0513 0.14 0.06 -0.20
H -1.9761 -1.1305 2.6545 0.14 0.01 0.12
H -3.1062 0.2523 -1.6620 0.30 0.08 -0.55
Se -4.1805 0.3606 0.6013 0.06 0.44 0.03
H 2.3942 1.1705 -2.3610 0.23 0.10 0.05
C 0.6664 3.9999 0.6461 0.18 -0.33 0.18
H 1.5862 -3.1391 -0.2849 0.20 0.03 -0.07
H 5.0605 1.0787 1.0756 0.06 0.13 -0.37
H -1.7802 1.6275 4.0175 0.12 -0.09 -0.27
C -0.8862 -2.0374 -1.9599 -0.17 0.07 0.06
H -0.8030 -1.0430 4.0112 -0.06 0.21 -0.27
C 0.2261 0.1462 -3.4428 0.80 0.47 0.44
H 0.1128 -2.4911 -2.0053 -0.27 0.14 0.03
H 5.4902 -0.9885 0.7453 -0.14 -0.25 0.14
C -8.0078 -1.2881 0.3640 -1.52 -2.31 0.30
H -2.3203 3.3732 0.8404 -0.07 0.14 -0.25
P -0.7338 -0.2174 -1.9077 -1.64 -1.87 -2.38
C -0.9236 -0.9792 2.9196 -0.09 -0.16 -0.18
H 1.2022 -0.3522 -3.4224 -0.29 0.17 -0.16
H -2.7208 -3.4579 1.9893 0.21 -0.05 -0.33
H 0.6078 -1.0538 0.3326 0.32 -1.01 0.22
H -0.3485 -1.7866 2.4498 -0.24 0.26 0.13
H -1.4341 2.8226 2.7413 -0.08 -0.22 0.09
H 4.3113 -0.6253 -2.5837 0.03 -0.31 0.17
H 0.7234 1.2313 4.3292 -0.25 -0.14 -0.26
H -1.4640 -2.3506 -2.8413 0.17 0.12 0.17
C 3.4192 -1.0111 1.5350 -0.66 0.26 0.85
H 5.5411 0.6238 -0.5998 -0.25 0.23 0.23
H 2.9144 2.0053 0.1996 0.15 -0.22 -0.09
C -2.3362 -3.7564 1.0069 1.00 -0.46 0.25
H 4.7447 -2.6033 0.7963 0.03 0.31 0.19
C -5.4351 -2.1060 1.0974 1.48 1.92 -0.29
P -0.2885 2.8258 -0.3901 -0.93 2.31 -0.47
H 4.2607 -2.3894 -2.6671 -0.04 0.24 0.21
C 1.0010 1.1908 3.2688 0.91 0.00 -0.98
H -6.2941 -4.0533 1.4136 -0.06 0.12 -0.03
C -6.9584 -0.3745 0.3402 2.42 1.51 0.05
H 0.0529 4.6095 -1.9689 0.01 -0.35 -0.08
H 5.2826 2.3193 -0.1671 -0.14 -0.24 0.02
H -2.6706 2.9400 -0.8516 -0.01 0.24 0.12
C 4.8040 -1.6316 1.2985 0.46 0.00 -0.33
H 3.5574 -0.1152 2.1625 0.02 -0.18 -0.13
H 1.5653 -1.6776 2.5346 0.28 -0.06 -0.03
H -8.6016 -3.3423 0.7509 0.33 0.29 -0.02
C -1.9934 3.4977 -0.1960 0.12 -0.48 0.10
C 4.9193 1.2963 0.0092 0.22 0.08 0.13
C -6.4787 -3.0245 1.1126 -2.66 -0.95 -0.28
Tc 0.1593 0.4793 0.0597 3.84 1.90 -0.22
P -0.4304 0.6532 2.2595 -1.32 -0.81 2.87
C 3.2769 1.6230 -1.8875 -0.11 0.41 -0.20
H -0.8111 -4.8132 -0.0493 -0.11 0.21 0.39
H 1.7143 3.6761 0.6883 -0.18 0.32 0.09
H -9.0203 -0.9790 0.0931 0.30 -0.01 0.06
H 4.1681 1.3518 -2.4694 -0.37 0.07 0.18
C -1.6958 1.7754 2.9320 -0.34 0.07 -0.55
H -0.5420 -4.5918 1.7852 -0.24 -0.18 -0.16
H 0.2573 4.0594 1.6629 0.16 0.00 -0.22
H 3.0688 -2.2355 3.2821 -0.10 0.09 -0.31
C -5.6335 -0.7680 0.6826 -0.67 -1.01 0.22
C 2.5321 -3.0363 -0.8353 -0.17 -0.17 0.05
H 5.2687 -1.8073 2.2809 -0.29 0.09 -0.21
H 1.8411 0.4990 3.1398 -0.18 0.20 0.20
H -2.9480 -3.5325 0.1350 0.02 -0.26 0.07
C -1.1677 -4.4189 0.9100 -0.79 0.59 -0.18
H 3.1701 2.7138 -1.9594 0.14 -0.27 -0.08
H -2.6386 -0.1101 -3.3633 0.08 0.15 0.23
H 0.3773 1.2266 -3.5630 -0.03 -0.30 -0.02
H 0.6070 4.9914 0.1736 0.04 -0.29 0.23
H -0.6084 3.1740 -2.8034 0.22 0.10 0.17
H 2.5048 -2.9771 1.7783 0.00 0.24 0.21
H 2.4660 -3.6830 -1.7255 0.05 0.26 0.27
H 3.3487 -3.4318 -0.2167 -0.37 0.12 -0.26
H 1.3211 2.1909 2.9535 -0.02 -0.13 0.14
H 1.1262 3.2162 -2.3307 -0.31 0.22 -0.10
C 2.5796 -2.0267 2.3188 -0.21 -0.17 0.17
C 3.4416 1.2452 -0.4108 -0.27 0.32 0.23
H -2.2812 1.5001 -2.6483 -0.06 -0.30 -0.02
C 0.1098 3.5136 -2.0446 0.16 -0.38 -0.11
H -4.4335 -2.4198 1.3859 -0.31 0.09 -0.03
```
Positions in Å, forces in eV/Å.

Results of the Löwdin charge analysis, in e, for atoms 1 through 8:
1. P 1.06
2. H 0.08
3. C -0.06
4. C -0.24
5. H 0.08
6. C 0.05
7. H 0.05
8. H 0.10


4.
Entry from the Open Molecules 2025 dataset: C18H27N5O7P2Re as an isolated structure (ωB97M-V/def2-TZVPD).

Values from the calculation:
HOMO (alpha / beta)   -14.547 / -14.918 eV
DFT total energy   -61587.9650 eV
Spin multiplicity   2
Total charge   +2

XYZ file:
```
60
Properties=species:S:1:pos:R:3:forces:R:3
C -2.3179 2.2094 0.5304 -0.02 0.02 0.05
H -3.4081 -0.2212 1.9477 -0.01 0.01 0.03
C -0.9246 1.9020 2.1142 0.04 0.01 0.07
H 2.2445 3.6535 -2.8400 0.01 0.00 0.01
C 1.9978 -0.1413 2.4319 -0.01 -0.04 0.05
O -0.6047 0.7627 -1.8015 0.31 0.03 0.05
H 3.5174 -0.0546 3.9524 0.00 0.00 0.00
H 0.4780 -0.0949 -4.8611 0.02 -0.02 0.02
O 1.6600 -0.3915 -0.8432 -0.28 0.25 0.46
H 1.6600 2.8236 -0.2271 0.16 -0.08 -0.07
C -0.9761 -2.0832 -0.8555 0.12 0.21 0.16
H 2.5891 2.0049 -4.6210 0.01 0.00 -0.01
H 3.8648 2.0130 -3.3726 0.01 -0.01 0.00
C -0.0555 -2.5307 0.1475 -0.04 0.17 0.20
H 0.3328 2.5039 4.5320 -0.01 0.00 -0.01
H 0.0799 -2.4806 -2.6761 -0.01 -0.03 -0.01
C 0.2479 1.3077 2.7440 0.02 0.06 0.12
H -0.5298 -3.5139 3.0185 0.01 0.00 0.01
H -1.5200 -1.7668 -2.9000 -0.04 0.06 -0.06
H 1.0363 -2.7808 2.7154 0.03 0.00 0.02
C -2.6707 -0.9311 2.3171 0.10 0.05 -0.06
O 3.9069 0.9437 -0.8213 -0.02 -0.14 -0.05
O 1.6611 3.1109 -2.2934 -0.02 -0.02 -0.05
C -0.9390 -2.4547 -2.2964 0.12 -0.06 0.04
H -3.2230 3.8039 1.5759 -0.01 0.01 0.01
H -3.2112 -1.7784 2.7413 -0.01 -0.02 -0.01
N -2.5253 3.0750 1.5168 0.02 -0.03 0.04
H -0.2419 -1.8592 3.5355 0.00 0.03 0.01
O 1.6271 1.8880 0.0317 0.09 0.18 -0.01
Re -0.2127 -0.1865 0.1052 -0.18 -0.82 -0.12
C 0.8125 1.7372 3.9354 -0.04 0.00 -0.04
H -2.8831 2.1555 -0.3848 0.00 0.01 -0.01
H -3.8165 -0.1510 -0.2275 -0.01 0.02 0.01
C -3.3035 -0.8829 -0.8484 0.12 -0.08 0.03
C -0.0313 -2.5795 2.7475 -0.02 0.08 -0.09
N -1.3015 1.4358 0.8832 0.12 -0.08 -0.13
H -3.0897 -0.4398 -1.8193 -0.02 0.03 -0.01
H -3.9966 -1.7122 -1.0021 0.03 -0.02 0.00
C 1.1917 -3.3034 -0.1063 -0.11 -0.10 -0.07
H 3.1499 0.4931 -3.8715 -0.01 -0.01 0.01
H 1.8855 -3.2533 0.7298 0.00 0.02 0.00
O -0.4164 2.0591 -4.0086 -0.17 -0.06 0.09
H -1.3735 -3.4514 -2.4074 0.02 0.01 -0.01
C 2.9326 1.5448 -3.6917 -0.05 -0.03 0.00
C -0.5679 -2.1526 1.4239 0.13 0.02 -0.30
C -1.7680 -1.4054 1.2208 -0.09 0.00 -0.04
C 2.5600 0.3234 3.6167 -0.03 0.03 0.04
O 0.4592 -0.2283 -3.9013 -0.08 0.00 0.02
H -0.7186 2.9060 -3.6529 0.12 0.03 -0.03
N -1.6519 2.9007 2.5306 -0.04 0.00 -0.09
P 0.2658 1.0505 -3.0157 0.03 -0.02 0.22
H -2.1116 -0.4633 3.1293 -0.02 -0.02 0.00
C -2.0460 -1.3738 -0.1969 -0.03 0.23 0.21
H 2.4893 -0.8767 1.8095 -0.01 -0.01 -0.03
N 0.8303 0.3398 2.0180 -0.27 -0.12 -0.75
C 1.9093 1.7230 -2.5821 -0.09 -0.12 0.11
N 1.9609 1.2359 4.3713 0.07 -0.07 -0.03
P 2.4612 0.9305 -0.9900 -0.03 0.51 0.04
H 0.9276 -4.3527 -0.2589 0.05 -0.01 -0.02
H 1.6970 -2.9417 -0.9988 0.03 -0.01 0.00
```
Positions in Å, forces in eV/Å.

Results of the Löwdin charge analysis, in e, for atoms 1 through 8:
1. C -0.07
2. H 0.08
3. C -0.29
4. H 0.13
5. C -0.06
6. O -0.36
7. H 0.13
8. H 0.13